[1]
Formula: C5H37N2O13
Source: OMol25
Level of theory: ωB97M-V/def2-TZVPD

The geometry in XYZ format:
```
57
Properties=species:S:1:pos:R:3:forces:R:3
O 1.64403 0.68131 2.39023 -0.3 0.0 0.7
C 1.50585 -0.43364 1.92630 1.5 -0.9 -0.5
N 2.42044 -1.40833 2.19631 0.5 0.1 0.4
C 2.69122 -2.54623 1.31573 -0.4 -1.6 1.8
C 0.35938 -0.76314 0.96419 -2.1 1.2 2.3
N -0.73137 -1.57991 1.72672 0.6 -0.5 -0.9
C -1.23319 0.41904 -0.59584 0.4 -0.9 0.7
C -0.36105 0.56159 0.66705 -1.7 0.7 -0.6
H 3.21464 -1.13497 2.82511 -1.4 -0.1 -0.9
H 2.12845 -2.44694 0.39979 0.5 0.0 -0.3
H 3.76480 -2.62901 1.22088 0.2 0.2 -0.8
H 2.43574 -3.55866 1.79323 -0.1 1.4 -0.4
H 0.59424 -1.40814 0.12194 0.2 0.6 -0.1
H -1.28409 -2.06528 0.94863 -0.4 0.4 0.6
H -1.30158 -1.01769 2.39472 0.8 -0.1 -0.7
H -0.32174 -2.39213 2.19016 -0.1 0.0 0.2
H -2.14348 -0.16035 -0.44040 -0.3 0.2 0.3
H -1.50035 1.37455 -1.06085 0.2 -0.3 0.0
H -0.67669 -0.25186 -1.24897 -0.1 0.8 0.1
H -0.98720 0.98415 1.51521 1.1 -1.0 -0.8
H 0.33249 1.34247 0.45020 0.7 0.1 -0.1
H 0.47980 -4.35274 0.87898 -0.1 -0.5 -0.2
H -1.06254 -4.60850 0.71016 0.0 0.1 -0.3
O -0.38828 -4.19036 1.25326 0.6 0.0 0.7
H -3.10436 -2.69446 -0.48366 0.5 -0.2 0.4
H -1.74869 -2.87398 -1.09896 -0.1 -0.5 2.0
O -2.21686 -2.99516 -0.19159 -0.3 0.7 -1.8
H 1.58146 1.22137 -1.52827 0.6 -0.3 0.4
H 2.74616 1.67272 -0.58270 -0.4 -0.9 -0.7
O 2.22283 0.88224 -0.86218 0.3 0.6 0.4
H 2.11487 3.43348 2.59080 0.1 0.3 0.0
H 1.74449 2.22379 1.76602 0.0 0.8 -0.1
O 1.87719 3.21192 1.68481 0.0 -0.9 0.3
H -1.26474 1.12733 4.12242 0.1 -0.1 -0.2
H -2.41068 0.14708 3.88873 0.0 0.2 0.1
O -1.59852 0.48105 3.48628 -0.5 -0.1 0.6
H 3.14973 4.20570 -0.54394 -0.1 -0.2 -0.4
H 1.92339 3.35978 -0.34804 0.6 0.5 -0.9
O 2.55600 3.63214 -1.05933 -0.4 0.1 1.2
H -1.79606 -0.41402 -3.84660 -0.1 -0.4 -0.1
H -0.57510 0.07190 -3.05753 -0.7 -0.8 0.1
O -1.29407 -0.64778 -3.05829 0.1 0.8 -1.3
H 0.06851 4.30729 -2.58072 0.0 0.2 0.6
H -0.66958 3.52934 -1.37992 0.6 0.7 -0.1
O -0.42024 3.52337 -2.31931 -0.4 -0.9 -0.8
H -4.90362 -2.13872 -1.16379 -0.3 0.1 -0.3
H -4.36061 -1.37811 -2.38390 0.0 0.0 0.1
O -4.19962 -2.14388 -1.82312 -0.3 0.0 0.1
H -0.80836 4.94820 0.71662 0.1 0.1 0.1
H 0.47607 4.06521 0.91633 -0.2 0.0 0.3
O -0.34613 4.16677 0.40621 -0.3 -0.1 -0.2
H 1.22634 0.90219 -3.66822 -0.1 0.4 0.0
H 0.23461 2.03116 -3.06875 0.2 0.0 0.2
O 0.57539 1.10666 -2.98475 0.1 0.2 -0.4
H -0.61047 -2.02517 -2.52044 0.2 -0.1 0.0
H 0.55890 -2.57207 -1.60704 0.1 0.1 -0.2
O -0.30775 -2.78257 -1.95992 0.0 -0.2 -0.3
```
Positions in Å, forces in eV/Å.

Energy above the lowest of the compared OMol25 structures with the same formula, charge and spin: 243.9 kJ/mol
Calculated total energy: -1300.1452 hartree
HOMO level: -0.4764 Eh
Spin multiplicity: 1
Gap between HOMO and LUMO: 0.3925 Eh
Total charge: +1

These are the natural (NBO) partial charges, in e, on atoms 1 to 6: -0.65, 0.71, -0.60, -0.41, -0.12, -0.76



[2]
Formula: C5H38N2O12
Source: OMol25
Level of theory: ωB97M-V/def2-TZVPD

The geometry in XYZ format:
```
57
Properties=species:S:1:pos:R:3:forces:R:3
C 2.43875 -1.44146 2.48410 -0.2 -0.9 0.7
C 1.24353 -0.53078 2.12185 1.6 1.0 1.1
C 1.73667 0.58113 1.12714 1.4 -0.3 -0.2
C 0.80477 0.95875 0.03899 -0.7 0.0 0.4
C 0.07421 2.15913 0.01029 1.4 -0.5 0.3
N -0.84565 2.43742 -1.10552 0.3 -0.4 1.1
N 0.07759 -1.17254 1.51954 -0.8 -1.5 -0.1
H 3.42678 -1.09267 2.16514 -0.4 -0.2 -1.1
H 2.69608 -1.50429 3.54909 -0.9 0.1 0.2
H 2.17670 -2.47422 2.21680 0.7 0.1 -0.3
H 0.94488 -0.15511 3.10244 -0.5 0.6 -0.5
H 2.70116 0.20858 0.71651 -0.8 -0.5 -0.4
H 2.22140 1.35634 1.72379 -1.0 0.6 0.1
H 0.75569 0.26800 -0.79420 0.0 0.2 -0.1
H 0.31627 2.95897 0.68923 -0.4 0.3 -0.2
H -1.77138 2.16059 -0.73062 0.1 0.8 -0.9
H -0.66749 1.93070 -1.98814 0.1 -0.1 0.2
H -0.70959 3.41881 -1.32377 -0.7 0.1 0.0
H -0.41115 -0.55319 0.84433 0.4 0.9 0.0
H -0.65637 -1.50638 2.16045 0.7 0.1 0.0
H 0.34632 -1.93668 0.88269 0.1 -0.2 0.2
H 1.44990 1.14964 -3.05798 -0.3 0.4 -0.5
H 2.85505 1.83988 -2.87793 -0.6 -0.2 0.0
O 2.09840 1.44283 -2.41083 1.2 0.0 -0.2
H -2.98637 1.13178 1.67423 -0.1 0.3 -0.1
H -4.01819 2.03721 0.89282 -0.3 0.1 0.5
O -3.18263 1.57870 0.83598 0.4 -0.3 -0.3
H -0.47550 -2.48387 4.91217 0.0 0.3 -0.5
H -1.46435 -3.22399 4.08605 -0.3 0.1 -0.3
O -0.99437 -2.38016 4.09026 0.5 -0.8 1.0
H -1.00953 0.77264 -3.89993 -0.2 -0.4 0.4
H -0.51628 2.12978 -4.44563 0.1 0.3 -0.1
O -0.33901 1.46133 -3.78425 1.0 1.4 0.2
H 0.49558 -2.90278 -2.37340 0.2 0.3 -0.5
H 1.19439 -2.79665 -3.76629 0.3 -0.3 -0.1
O 0.47935 -2.44889 -3.24132 -0.7 0.1 0.5
H 1.94865 3.31877 3.10155 -0.2 -0.1 0.4
H 0.60979 2.81894 3.76883 0.3 0.0 0.3
O 1.02335 3.10056 2.95295 -0.1 0.2 -0.5
H -2.55861 0.05608 -0.23849 0.3 0.1 0.1
H -2.42467 -1.25949 -0.95761 0.3 0.0 0.1
O -1.95207 -0.69618 -0.32864 -0.6 -0.3 -0.2
H 1.78131 -2.44703 -0.76335 0.7 0.1 -0.1
H 1.35597 -3.89537 -0.17799 0.3 0.5 -0.2
O 1.05494 -3.03176 -0.49753 -0.8 -0.5 0.2
H -1.32093 -0.64446 4.14890 -0.6 0.3 0.1
H -2.13749 0.73244 4.19165 0.5 -0.6 0.0
O -1.45097 0.21996 3.72786 -0.4 0.8 -0.1
H 3.64684 -1.42840 -1.95484 0.2 -0.4 0.4
H 2.60645 -0.39989 -2.13533 -0.4 0.1 1.2
O 2.88289 -1.08396 -1.47473 0.3 0.0 -1.2
H -3.87913 1.45287 -1.48031 0.6 0.0 -0.4
H -3.70489 0.88525 -2.86218 0.2 -0.1 -0.3
O -3.18730 1.28356 -2.15274 -1.2 0.0 0.5
H -1.38627 -0.54837 -5.04375 0.1 -0.7 -0.5
H -1.70171 -1.34668 -3.72311 0.5 0.6 -0.5
O -1.69172 -0.46539 -4.14524 -1.5 -1.3 0.3
```
Positions in Å, forces in eV/Å.

Energy above the lowest of the compared OMol25 structures with the same formula, charge and spin: 65.8 kJ/mol
Calculated total energy: -1225.3486 hartree
HOMO level (spin up / spin down): -0.1883 / -0.3477 Eh
Spin multiplicity: 2
Gap between HOMO and LUMO (spin up / spin down): 0.1066 / 0.2610 Eh
<S²>: 0.7533
Total charge: +1

These are the natural (NBO) partial charges, in e, on atoms 1 to 6: -0.64, -0.08, -0.44, -0.45, -0.32, -0.71



[3]
Formula: C5H38N2O13
Source: OMol25
Level of theory: ωB97M-V/def2-TZVPD

The geometry in XYZ format:
```
58
Properties=species:S:1:pos:R:3:forces:R:3
C 0.09167 -1.71120 0.91637 -0.2 1.1 0.6
O 1.50396 -1.58999 1.06859 -0.2 -0.6 1.3
C -0.67147 -0.59872 1.69448 -1.7 1.0 -0.8
C -0.83532 0.70430 0.86870 0.9 0.5 -1.4
C 0.54468 1.07683 0.24612 -1.1 -0.3 -0.5
C 0.77377 2.54354 0.01185 0.6 0.6 -1.0
N -0.09253 3.12760 -1.04440 -0.3 -0.4 0.3
N -2.03433 -1.04293 2.12348 0.5 0.1 -0.6
H -0.12237 -1.63154 -0.14574 -0.4 -0.3 -0.1
H -0.29808 -2.63752 1.33772 0.6 -0.2 -0.2
H 1.93143 -1.44382 0.23594 -0.7 -0.6 -0.9
H -0.14933 -0.26237 2.57642 0.6 -0.4 0.4
H -1.58356 0.58778 0.06720 0.1 -0.4 0.1
H -1.18010 1.62325 1.36511 0.0 -1.1 0.5
H 1.31076 0.69703 0.91151 0.0 0.1 -0.3
H 0.65578 0.61784 -0.75340 0.2 -0.3 0.4
H 1.81755 2.64331 -0.31719 0.0 0.1 0.3
H 0.68510 3.08304 0.95963 -0.2 0.2 0.0
H 0.37087 3.71074 -1.73524 0.3 0.0 0.6
H -0.49691 2.39973 -1.62373 -0.1 0.1 0.5
H -2.11360 -1.01495 3.11936 -0.2 -0.3 0.4
H -2.33056 -1.93816 1.71723 0.7 0.6 0.8
H -3.85374 -0.64181 -1.53329 0.5 0.3 0.0
H -2.82656 0.51378 -1.77224 -0.3 0.2 0.1
O -3.37650 -0.12625 -2.23329 0.1 -0.3 -0.4
H -2.87986 -4.04645 0.67850 0.1 -0.1 -0.2
H -1.76525 -3.47427 -0.29431 0.0 -0.2 -0.1
O -2.35223 -3.26983 0.46768 -0.2 -0.6 -0.1
H -0.19639 1.50623 -3.34395 -0.1 -0.2 -0.1
H -0.67112 2.26922 -4.56866 -0.1 0.1 0.0
O -0.88602 2.11157 -3.64287 0.2 0.0 -0.4
H -1.67905 -0.81724 -2.55167 0.0 0.1 0.1
H -1.29671 -0.58385 -3.94476 0.4 0.0 -0.1
O -0.86488 -0.77015 -3.09836 -0.4 -0.3 -0.1
H 3.07573 -0.58011 0.07357 1.0 0.9 -0.9
H 4.21154 -0.32665 -0.98354 0.0 0.1 0.3
O 3.28534 -0.57127 -0.88935 -0.4 -0.3 0.5
H 4.13953 1.60442 0.62331 -0.1 0.2 -0.2
H 4.31473 2.51387 -0.67023 -0.3 -0.2 0.1
O 4.74599 2.17092 0.11284 0.6 0.0 0.0
H -1.40383 3.51775 2.37586 -0.2 -0.2 0.2
H -2.36904 3.02132 3.47948 0.1 0.1 -0.1
O -1.61653 2.75677 2.93754 0.1 0.5 0.4
H 0.08573 -4.31022 -1.70436 0.2 0.2 0.1
H -0.66716 -3.17279 -2.37140 0.1 0.0 0.0
O -0.74593 -3.83295 -1.67825 -1.1 -0.6 0.2
H 1.32109 2.86590 3.73303 0.4 -0.4 0.0
H 1.77983 1.51375 4.30257 0.0 0.0 0.0
O 2.06134 2.22962 3.72224 -0.7 0.8 0.4
H 3.24100 0.03815 2.35683 -0.3 0.5 0.3
H 2.67483 1.57886 2.31317 0.4 -1.0 0.4
O 3.09465 0.82939 1.82751 0.7 0.0 -0.7
H -3.72413 -0.55143 0.53549 0.0 -0.1 0.2
H -3.42085 -2.01394 0.22317 -0.6 0.5 -0.6
O -4.04433 -1.27872 -0.01523 0.0 -0.3 0.4
H 2.11355 -2.07217 -2.28230 -0.1 0.2 0.0
H 0.63320 -1.70740 -2.59542 0.3 0.0 0.0
O 1.21551 -2.42484 -2.28317 0.7 0.4 -0.2
```
Positions in Å, forces in eV/Å.

Energy above the lowest of the compared OMol25 structures with the same formula, charge and spin: 312.9 kJ/mol
Calculated total energy: -1300.8940 hartree
HOMO level: -0.3221 Eh
Spin multiplicity: 1
Gap between HOMO and LUMO: 0.3276 Eh

These are the natural (NBO) partial charges, in e, on atoms 1 to 6: -0.07, -0.75, -0.07, -0.41, -0.46, -0.20



[4]
Formula: C5H39N2O14
Source: OMol25
Level of theory: ωB97M-V/def2-TZVPD

The geometry in XYZ format:
```
60
Properties=species:S:1:pos:R:3:forces:R:3
C 1.52661 3.70145 -0.37852 1.2 4.8 1.2
O 1.17449 2.69483 -1.18728 -3.4 -1.5 -3.3
C 1.12206 3.50583 1.06771 1.2 0.5 -0.3
C 1.79084 2.37218 1.93020 1.1 1.6 -2.0
C 0.77288 1.39138 2.27330 0.3 -0.3 5.1
C 0.48641 1.06865 3.63478 1.2 0.6 -3.7
N -0.50105 0.21897 3.91812 -3.1 -2.5 2.6
N 0.07620 0.75501 1.15390 4.7 0.7 -0.8
H 2.56048 3.91912 -0.63449 0.7 -0.2 1.0
H 1.11083 4.78559 -0.64557 0.1 -2.3 0.1
H 0.40511 3.06870 -1.71086 1.2 -1.2 0.7
H 0.03191 3.34210 1.00698 0.2 0.6 0.6
H 1.44179 4.47520 1.49939 -1.0 -0.4 0.2
H 2.70360 1.98404 1.39338 -0.9 -0.1 0.1
H 2.23593 2.93723 2.74703 -0.3 -0.7 0.6
H 1.17654 1.38890 4.48286 -1.0 -0.2 -1.5
H -1.48449 0.20631 3.42383 3.1 0.3 1.3
H -0.61027 -0.07473 4.97298 0.2 0.9 -3.2
H -0.65236 1.30413 0.77171 -2.4 -0.2 -0.1
H 0.79625 0.82841 0.33487 -1.2 -0.6 1.5
H 0.03975 -0.21599 1.42666 -1.4 -0.7 -0.5
H 2.67051 -1.90818 4.35241 0.8 0.9 1.4
H 2.68695 -2.60240 3.05803 -0.7 0.1 0.3
O 2.07509 -2.34426 3.78169 -0.2 -1.1 -1.9
H 2.78553 -5.65809 0.09179 0.0 -0.9 0.3
H 2.10138 -4.67109 -0.84792 0.3 -0.2 0.1
O 2.83914 -4.77122 -0.22962 -0.3 1.2 -0.5
H -1.19596 -3.49550 2.53846 0.3 1.9 -0.9
H 0.12188 -2.82437 2.45512 0.3 0.6 0.1
O -0.78718 -2.64176 2.17638 -0.5 -2.3 0.7
H -2.80230 0.57701 0.24676 0.0 -0.1 0.4
H -3.10807 1.88505 -0.35721 -0.8 1.7 -3.0
O -2.95341 1.52079 0.45935 1.0 -1.4 2.8
H 1.31417 1.28687 -2.82587 -0.8 -2.2 -0.6
H 0.01273 0.44097 -2.43647 2.4 -0.4 -2.1
O 0.85050 0.40772 -3.07309 -1.5 2.7 2.7
H -2.22787 -0.58549 -3.44331 -0.4 -0.3 -0.8
H -1.27003 -1.56234 -2.74291 0.0 -1.0 -0.2
O -1.70813 -0.73281 -2.66513 0.0 1.7 1.0
H -1.67589 -1.86889 0.10328 -1.2 3.6 -1.7
H -1.99410 -0.78054 -1.06878 0.2 0.4 -9.4
O -1.99799 -0.91101 -0.23405 0.7 -3.9 12.3
H 2.92706 -1.96287 -0.03684 -1.5 1.1 1.3
H 1.46103 -2.04704 0.38110 -1.3 -0.9 -0.3
O 2.21425 -1.50899 0.53086 2.7 -0.2 -1.0
H -3.52651 2.13386 -4.09177 0.5 0.2 0.2
H -2.16158 1.25437 -4.15372 -0.2 0.8 0.2
O -3.10382 1.31545 -4.35190 -0.1 -1.0 -0.4
H 0.12663 -2.79763 -2.22485 -0.1 0.4 0.3
H -0.37934 -3.76196 -1.18054 -0.6 2.0 -0.3
O -0.47635 -2.78834 -1.44395 1.5 -2.9 -0.2
H -1.26269 -2.04709 -5.41813 -0.5 1.2 -0.2
H -1.95700 -0.60872 -5.82998 0.4 -1.1 0.3
O -1.63443 -1.18932 -5.10558 -0.1 -0.1 -1.2
H -2.71558 2.67719 4.47218 1.5 -2.1 0.3
H -1.87153 2.30646 5.60868 0.8 0.5 2.2
O -2.05128 1.94681 4.77298 -3.0 2.4 -2.2
H 1.48710 -1.70498 -4.62967 -1.3 -1.9 1.2
H 0.24020 -1.41832 -3.98371 -0.8 0.6 0.3
O 0.74335 -2.21666 -4.13504 2.2 1.1 -1.5
```
Positions in Å, forces in eV/Å.

Energy above the lowest of the compared OMol25 structures with the same formula, charge and spin: 684.5 kJ/mol
Calculated total energy: -1376.4039 hartree
HOMO level: -0.3830 Eh
Spin multiplicity: 1
Gap between HOMO and LUMO: 0.2952 Eh
Total charge: +1

These are the natural (NBO) partial charges, in e, on atoms 1 to 6: -0.07, -0.75, -0.43, -0.45, -0.06, 0.10



[5]
Formula: C5H39NO13
Source: OMol25
Level of theory: ωB97M-V/def2-TZVPD

The geometry in XYZ format:
```
58
Properties=species:S:1:pos:R:3:forces:R:3
C -0.52641 -1.56773 -3.20159 0.2 -1.7 -0.2
C 0.49635 -0.64657 -2.59089 1.4 -0.2 -0.6
C 1.18193 -1.25521 -1.35523 -0.4 2.5 0.6
C 0.38141 -0.96465 -0.05268 -0.3 -1.5 0.0
N 1.30214 -0.89328 1.08336 -0.5 -1.5 1.9
C 0.93609 -1.87682 2.19556 1.6 1.2 -0.8
H -0.22422 -2.60954 -2.91460 -0.6 0.7 -0.1
H -0.46486 -1.63730 -4.30203 -0.4 0.5 0.3
H -1.53488 -1.39760 -2.83486 -0.2 -0.1 -0.2
H 1.28099 -0.51100 -3.37237 -0.4 0.3 0.6
H 0.07533 0.33007 -2.32691 0.2 0.0 -0.1
H 1.45610 -2.27649 -1.50521 -0.3 -1.0 0.0
H 2.13557 -0.76557 -1.17401 0.2 0.3 -0.2
H -0.23945 -0.06288 -0.07502 0.1 -0.1 -0.5
H -0.32869 -1.84572 0.08363 0.6 1.1 0.1
H 1.37006 0.00549 1.58508 -0.2 -0.3 -1.0
H 1.87832 -2.00375 2.72466 0.0 -0.2 0.5
H 0.23023 -1.49263 2.92801 -0.5 -0.2 -0.3
H 0.68918 -2.83783 1.75472 -0.4 0.0 0.1
H -1.30464 0.92446 -4.33730 -0.2 0.3 -0.2
H -0.70691 2.23186 -4.88914 0.0 -0.1 -0.1
O -1.51692 1.85852 -4.51962 0.7 -0.7 0.1
H 3.31994 1.21254 1.93441 -0.2 0.5 -0.7
H 4.25226 0.89794 0.83619 0.0 0.0 -0.3
O 3.56156 1.54015 1.03953 0.1 0.0 0.8
H -2.35100 2.82727 -1.68518 -0.1 0.0 -0.6
H -1.19709 2.26153 -2.60332 -0.6 0.8 0.9
O -1.39634 2.82989 -1.81856 0.6 -0.7 -0.2
H 1.18308 3.79015 0.97249 -0.4 0.2 0.5
H 2.61907 3.57520 1.34149 0.2 0.2 0.2
O 1.81113 3.98677 1.69468 0.6 -0.4 -0.6
H -0.75631 4.58370 0.34078 -0.1 0.0 0.0
H -0.91674 3.14193 -0.18199 0.5 0.5 -0.1
O -0.59540 3.66745 0.58680 -0.3 -0.4 -0.2
H 3.19188 -4.49135 0.58753 -0.7 0.4 -0.3
H 2.74828 -3.06614 1.26837 -0.5 -0.5 -0.7
O 3.34166 -3.81964 1.24937 1.1 -0.1 0.9
H -1.58567 1.94124 1.37762 -0.2 0.5 -0.1
H -0.57914 1.32554 2.31646 -0.2 0.1 0.2
O -1.53245 1.34536 2.12222 0.6 -0.4 0.3
H 1.77488 1.69936 3.93116 -0.1 -0.1 0.0
H 1.66725 2.57090 2.66398 -0.2 -0.2 -0.1
O 1.60949 1.63481 2.98471 -0.1 0.1 0.3
H -2.65294 -2.59189 -0.39112 -0.6 -0.9 1.1
H -4.33863 -2.80126 -0.33871 0.8 -0.7 1.1
O -3.53821 -2.43656 -0.70020 -0.2 1.8 -2.6
H 3.41570 -1.29202 1.18899 0.2 0.4 0.1
H 4.89638 -1.63590 1.56548 -0.2 -0.2 0.0
O 4.20032 -0.98242 1.68297 0.1 -0.1 -0.1
H -2.41088 -0.12219 2.51209 0.2 -0.1 -0.4
H -3.66145 -0.66758 3.14796 -0.1 -0.4 0.0
O -2.89789 -0.95978 2.63719 0.0 0.6 0.4
H -2.86778 -3.96891 2.22802 -0.4 -0.6 0.0
H -3.13708 -2.56403 1.95924 -0.9 0.0 -0.2
O -3.57294 -3.43897 1.83497 1.1 0.2 0.5
H -3.98840 2.62392 -3.63489 -0.2 0.5 0.1
H -2.67646 3.21411 -4.01008 -0.8 0.5 0.5
O -3.50681 3.46305 -3.54422 0.3 -0.8 -0.5
```
Positions in Å, forces in eV/Å.

Energy above the lowest of the compared OMol25 structures with the same formula, charge and spin: 212.2 kJ/mol
Calculated total energy: -1246.7398 hartree
HOMO level: -0.3393 Eh
Spin multiplicity: 1
Gap between HOMO and LUMO: 0.3388 Eh

These are the natural (NBO) partial charges, in e, on atoms 1 to 6: -0.64, -0.41, -0.41, -0.22, -0.70, -0.44